No. 1
Formula: C17H30Cl16NO2P
Source: the OMol25 dataset
Level of theory: wB97M-V/def2-TZVPD

Geometry as XYZ:
```
67
Properties=species:S:1:pos:R:3:mulliken_charge:R:1
C 1.421 -0.901 3.255 -0.673
C 2.787 -1.501 2.842 -0.114
C 3.954 -0.509 2.923 -1.034
C 4.179 0.309 1.645 -0.816
C 2.911 0.927 1.093 0.625
C 3.094 1.628 -0.269 -1.190
C 1.909 1.451 -1.213 0.364
C 0.555 1.727 -0.558 0.171
P -0.919 1.185 -1.553 0.142
O -1.014 -0.481 -1.473 -0.421
C -1.148 -1.129 -0.206 0.975
C -2.587 -1.354 0.212 -0.671
N -3.353 -0.135 0.482 -0.128
C -3.337 0.256 1.898 -1.776
C -2.152 1.114 2.288 3.438
C -2.406 2.625 2.107 -1.691
O -1.891 0.817 3.678 -0.691
H 1.555 0.156 3.477 0.295
H 0.691 -1.001 2.460 -0.213
H 1.012 -1.375 4.142 0.500
H 2.958 -2.358 3.486 0.458
H 2.728 -1.860 1.816 -0.122
H 4.869 -1.063 3.111 0.349
H 3.757 0.179 3.744 0.425
H 4.653 -0.288 0.865 0.268
H 4.885 1.103 1.887 0.366
H 2.513 1.661 1.794 0.265
H 2.125 0.190 0.968 -0.375
H 3.970 1.173 -0.731 0.503
H 3.351 2.675 -0.120 0.338
H 2.038 2.159 -2.029 0.249
H 1.909 0.453 -1.649 -0.442
H 0.493 1.366 0.466 -0.355
H 0.429 2.812 -0.501 0.476
H -1.943 1.776 -0.771 0.014
H -0.718 -2.125 -0.328 0.148
H -0.549 -0.657 0.569 -0.950
H -2.624 -2.029 1.077 0.343
H -3.053 -1.891 -0.609 0.315
H -4.315 -0.357 0.258 0.321
H -3.420 -0.624 2.541 0.343
H -4.243 0.832 2.076 0.484
H -1.243 0.870 1.746 -1.759
H -2.337 3.087 3.085 0.498
H -3.363 2.824 1.640 0.325
H -1.591 3.052 1.528 0.288
H -0.969 1.076 3.834 0.370
Cl -3.545 5.704 -3.946 -0.111
C -2.130 4.670 -4.190 0.268
Cl -0.805 5.632 -4.858 -0.107
Cl -1.632 3.971 -2.648 -0.075
Cl -2.536 3.370 -5.311 -0.080
Cl 0.677 -0.229 -3.837 0.058
C 1.063 0.344 -5.458 0.250
Cl 2.315 -0.682 -6.175 -0.123
Cl -0.388 0.285 -6.465 -0.106
Cl 1.647 2.012 -5.368 -0.111
Cl -5.503 -3.292 0.120 -0.086
C -5.197 -4.828 -0.702 0.347
Cl -3.457 -5.028 -0.938 -0.083
Cl -5.817 -6.155 0.284 -0.102
Cl -6.009 -4.826 -2.270 -0.096
Cl 4.660 -3.362 -0.216 -0.096
C 3.150 -3.759 -1.047 0.298
Cl 2.685 -2.418 -2.096 -0.064
Cl 3.374 -5.219 -2.015 -0.102
Cl 1.878 -4.034 0.151 -0.112
```

As for the SMILES: CCCCCCCCPOCCNC[C@@H](C)O.ClC(Cl)(Cl)Cl.ClC(Cl)(Cl)Cl.ClC(Cl)(Cl)Cl.ClC(Cl)(Cl)Cl. Its frontier orbital gap is 8.2 eV. As for the lowest unoccupied orbital energy: 0.097 eV.

No. 2
Formula: C4H5InO2
Source: the OMol25 dataset
Level of theory: wB97M-V/def2-TZVPD

Geometry as XYZ:
```
12
Properties=species:S:1:pos:R:3:mulliken_charge:R:1
O 1.287 -2.475 -0.823 -0.233
C 0.937 -1.352 -1.264 0.152
In 1.295 -4.189 -1.174 1.239
H 1.058 -1.043 -2.326 0.398
O -1.352 2.034 1.517 -0.022
C -0.217 1.370 1.025 -0.232
C -0.697 0.260 0.120 0.093
C 0.084 -0.509 -0.571 -0.088
H -1.431 2.891 1.088 0.451
H 0.362 0.897 1.837 0.370
H 0.453 2.047 0.475 0.416
H -1.779 0.070 0.095 0.457
```

Its spin multiplicity is 2. Its frontier orbital gap (spin up / spin down) is 6.1 / 7.3 eV. As for the lowest unoccupied orbital energy (spin up / spin down): -17.515 / -16.789 eV. The expectation value of S² is 1.691. The charge is +3. For the relative energy (zero: lowest compared OMol25 entry of this formula, charge and spin), the calculation gives 74.06 kcal/mol.